<1>
{"formula": "C3H6N2", "method": "wB97M-V/def2-TZVPD", "elements": ["C", "C", "C", "N", "N", "H", "H", "H", "H", "H", "H"], "xyz": [[-0.5959, 0.3457, 0.1475], [0.4789, -0.5093, -0.0235], [1.8945, -0.0084, -0.0294], [-2.7640, -0.4616, 0.1035], [-1.9757, 0.4398, -0.0996], [0.2444, -1.6339, -0.1751], [-0.3730, 1.4570, 0.4597], [2.1810, 0.6870, 0.8652], [2.5745, -0.8849, -0.0556], [2.0176, 0.6249, -1.0364], [-3.6823, -0.0564, -0.1565]], "mulliken_charge": [-0.16, 0.03, -0.89, -0.52, -0.03, 0.29, 0.21, 0.29, 0.31, 0.22, 0.27], "charge": 0, "homo_ha": -0.3222, "smiles": "[H]/N=N/C=C/C", "e_lumo_ev": 0.3}


<2>
{"formula": "C3H6N2", "method": "wB97M-V/def2-TZVPD", "elements": ["C", "C", "C", "H", "H", "H", "H", "H", "H", "N", "N"], "xyz": [[-0.7676, -0.6189, -0.1612], [0.7216, -0.8713, 0.0337], [0.5855, 1.2237, -0.0063], [-1.3175, -0.7292, -1.1273], [-1.3118, -1.0136, 0.7717], [1.2946, -1.5620, -0.6403], [0.8598, -1.3098, 1.1244], [0.8277, 2.2384, 0.0501], [-1.6668, 1.4367, 0.1485], [1.4945, 0.3382, -0.1677], [-0.7201, 0.8678, -0.0257]], "mulliken_charge": [-0.29, -0.37, -0.15, 0.27, 0.21, 0.28, 0.20, 0.43, 0.26, -0.55, -0.27], "charge": 0, "homo_ha": -0.3059, "smiles": "C1=NCCN1", "e_lumo_ev": 0.9}


<3>
{"formula": "C3H6N2", "method": "wB97M-V/def2-TZVPD", "elements": ["C", "C", "C", "N", "N", "H", "H", "H", "H", "H", "H"], "xyz": [[0.8911, 0.4530, 0.7849], [-2.2884, -0.8270, -0.6792], [2.2707, 0.8283, 0.6230], [-0.9161, -0.9657, 0.0673], [-0.0379, -0.0808, 0.2298], [-3.0913, -0.6293, -0.0231], [-2.4609, -1.6668, -1.3724], [-2.2115, 0.0292, -1.2367], [2.5934, 1.3625, 1.5222], [2.2419, 1.5211, -0.2101], [3.0090, -0.0246, 0.2943]], "mulliken_charge": [0.11, -0.69, -0.74, -0.68, 0.39, 0.27, 0.25, 0.34, 0.26, 0.25, 0.25], "charge": 0, "homo_ha": -0.2899, "e_lumo_ev": 0.8}


<4>
{"formula": "C3H6N2", "method": "wB97M-V/def2-TZVPD", "elements": ["C", "C", "C", "N", "N", "H", "H", "H", "H", "H", "H"], "xyz": [[-0.9894, 0.6689, -0.0967], [-0.2938, -0.6711, 0.0259], [1.9066, 0.1654, 0.0951], [1.0938, -0.7899, 0.1101], [-0.8973, -1.7807, 0.0621], [-1.9113, -1.7222, 0.0023], [-0.2987, 1.5053, -0.1105], [-1.5724, 0.6815, -1.0135], [-1.6700, 0.7912, 0.7414], [1.6763, 1.2349, 0.0152], [2.9562, -0.0834, 0.1687]], "mulliken_charge": [-1.04, 0.76, -0.19, -0.43, -0.62, 0.23, 0.32, 0.29, 0.29, 0.14, 0.26], "charge": 0, "homo_ha": -0.3564, "smiles": "[H]/N=C(\\C)N=C", "e_lumo_ev": 0.5}


List of relative energies, unit kJ/mol: <1> 187.6; <2> 29.1; <3> 264.4; <4> 0.0